(1)
This record from OMol25 describes the molecule C2H3NOS2 in a non-equilibrium geometry. The level of theory is ωB97M-V with the def2-TZVPD basis set.

XYZ file:
```
9
Properties=species:S:1:pos:R:3
C 0.24548 -0.51305 -0.53201
C 0.29151 -0.24173 0.94738
N -0.30766 0.22379 -1.37931
O 0.15105 1.10023 1.19685
S -0.42717 0.54683 -2.88776
S -1.29060 1.71889 0.55634
H 0.58679 -1.62794 -0.82419
H -0.41740 -0.72758 1.53861
H 1.16801 -0.47944 1.38408
```

Summary:
largest force on an atom = 0.0757 hartree/bohr
relative energy (zero: lowest compared OMol25 entry of this formula, charge and spin) = 100.9 kcal per mole

***

(2)
This record from OMol25 describes the molecule C9H10O3 in a non-equilibrium geometry. The level of theory is ωB97M-V with the def2-TZVPD basis set.

XYZ file:
```
22
Properties=species:S:1:pos:R:3
O -0.89424 -0.56103 3.66712
O -0.15702 -1.39651 2.75094
O -0.64652 0.60837 1.80381
C 0.75256 1.08246 -2.96633
C 1.67963 0.21963 -2.38207
C -0.55216 1.18198 -2.47125
C 1.29654 -0.63600 -1.37548
C -0.90702 0.33369 -1.39927
C -0.01267 -0.57931 -0.84750
C -0.86494 0.79078 3.20418
C 0.05236 -0.62104 1.60659
C -0.35996 -1.41255 0.34660
H 1.07627 1.71818 -3.76054
H 2.67581 0.18442 -2.74483
H -1.23764 1.85576 -2.89776
H 1.95194 -1.36261 -0.90625
H -1.91756 0.36913 -0.97127
H -1.80394 1.26439 3.45156
H -0.00769 1.33665 3.70480
H 1.11180 -0.39586 1.52640
H 0.17871 -2.34774 0.28367
H -1.41422 -1.63278 0.37686
```

Summary:
largest force on an atom = 0.0576 hartree/bohr
SMILES = c1ccc(C[C@H]2OCOO2)cc1
relative energy (zero: lowest compared OMol25 entry of this formula, charge and spin) = 88.7 kcal per mole

***

(3)
This record from OMol25 describes the molecule C5H6N4S in a non-equilibrium geometry. The level of theory is ωB97M-V with the def2-TZVPD basis set.

XYZ file:
```
16
Properties=species:S:1:pos:R:3
C -1.83558 -0.17175 -0.11153
C -0.03645 -1.25441 0.05765
C 2.48520 -0.31977 -0.66277
C 2.37157 0.76690 0.30056
C 2.20638 1.65762 0.98909
H -3.17286 1.16982 0.04631
H -2.27740 1.60952 -1.26874
H 3.50162 -0.60724 -0.78714
H 2.33054 0.13600 -1.50086
H 1.91339 2.61444 1.64655
H -2.81224 -1.29584 1.08370
N -2.80038 0.71246 -0.64277
N -0.57511 -0.21019 -0.65076
N -0.85004 -1.83212 0.92678
N -2.04124 -1.06246 0.73467
S 1.59261 -1.91299 -0.16071
```

Summary:
largest force on an atom = 0.2261 hartree/bohr
SMILES = C#CCSc1n[nH]c(N)n1
relative energy (zero: lowest compared OMol25 entry of this formula, charge and spin) = 90.9 kcal per mole